Computed, not measured: 8 unconnected molecules or ions with the total composition C25H57Cl10NO9P2 at a distorted geometry, with ωB97M-V/def2-TZVPD.

As for the frontier orbital gap: 0.3513 Eh. As for the molar mass: 932.2 g mol⁻¹. For the HOMO energy, the calculation gives -0.3327 Ha. The calculated total energy comes out at -7003.514559 a.u. The LUMO energy comes out at 0.019 hartree.

Last column: Mulliken charge in e.
Cartesian coordinates (Å):
C  18.5891  -8.3724  1.5634  0.17
O  19.1297  -8.3473  2.6478  -0.57
N  17.3860  -7.7987  1.3240  0.22
C  16.7132  -7.8244  0.0712  -0.83
C  16.8172  -6.9423  2.3499  -0.88
H  19.0232  -8.8116  0.6545  0.25
H  16.3866  -6.8284  -0.2553  0.30
H  15.7512  -8.3408  -0.0384  0.25
H  17.3757  -8.2531  -0.6844  0.31
H  17.4857  -6.7152  3.1692  0.35
H  16.4829  -5.9851  1.9281  0.13
H  15.8662  -7.3412  2.7207  0.30
Cl  15.7156  -2.8561  2.5738  -0.18
C  14.3247  -3.3206  1.5845  -0.20
C  13.1138  -2.4227  1.8836  1.37
Cl  11.8286  -2.6635  0.7081  -0.22
H  14.1003  -4.3715  1.7594  -0.06
H  14.6709  -3.2307  0.5544  0.43
H  13.3350  -1.3615  1.9219  -0.55
H  12.8458  -2.8227  2.8637  -0.66
Cl  12.7707  2.1596  1.6691  -0.15
C  12.8857  0.9418  0.3535  -0.24
C  14.3250  0.6318  0.0473  -0.26
Cl  14.3573  -0.6442  -1.2105  -0.16
H  12.3727  1.3570  -0.5137  0.45
H  12.2691  0.0763  0.5990  -0.06
H  14.8845  0.3670  0.9404  0.01
H  14.7202  1.5269  -0.4284  0.47
Cl  9.7217  -0.7587  2.2759  -0.17
C  8.5906  -2.1188  1.9303  -0.24
C  7.2259  -1.5464  1.9829  -0.43
Cl  6.0487  -2.9073  1.9042  -0.22
H  8.8403  -2.9114  2.6332  0.20
H  8.9144  -2.5223  0.9722  0.25
H  6.9542  -0.9555  1.1112  0.30
H  6.9687  -0.9653  2.8622  0.33
Cl  13.3520  -7.1740  0.4510  -0.11
C  11.7965  -6.5409  -0.0607  -0.12
C  10.7458  -6.9167  0.9539  -0.03
Cl  9.1606  -6.1570  0.5659  -0.22
H  11.4314  -6.7774  -1.0602  0.42
H  11.8239  -5.4507  -0.0679  -0.14
H  10.9305  -6.5695  1.9658  -0.24
H  10.4287  -7.9562  0.9366  0.38
Cl  17.3614  -2.6582  -0.6972  -0.16
C  18.3621  -1.9559  0.5546  -0.21
C  19.6083  -1.2596  0.0162  -0.50
Cl  19.1750  0.1176  -1.0601  -0.20
H  18.6591  -2.7391  1.2546  0.29
H  17.7132  -1.3127  1.1463  0.15
H  20.2146  -1.9568  -0.5493  0.34
H  20.1018  -0.7993  0.8668  0.33
C  12.2395  -9.4274  6.2177  -1.06
C  11.3979  -8.1527  6.2042  -0.34
O  11.7513  -7.4189  4.9834  -0.31
P  12.7499  -6.1886  5.0702  0.16
O  13.3305  -5.8004  3.7760  0.25
O  11.9085  -4.9960  5.7682  -0.28
C  11.0775  -4.1429  4.9747  0.12
C  11.4095  -2.7190  5.3850  -0.97
O  13.7913  -6.5725  6.2081  -0.39
C  14.6066  -5.5378  6.7795  -0.46
C  15.4543  -4.7668  5.8128  -0.30
H  13.2889  -9.1614  6.1112  0.29
H  12.1495  -9.9618  7.1640  0.36
H  11.8476  -10.0377  5.4072  0.30
H  10.3559  -8.3969  6.0217  0.38
H  11.5848  -7.5256  7.0721  0.32
H  11.1863  -4.3100  3.8999  -0.06
H  10.0237  -4.3442  5.1888  0.39
H  12.4537  -2.5225  5.1415  -0.10
H  10.6643  -1.9824  5.0900  0.35
H  11.3655  -2.7059  6.4792  0.43
H  14.1555  -4.8420  7.4936  0.28
H  15.2201  -6.0890  7.5006  0.39
H  14.8151  -4.2271  5.1106  -0.16
H  16.0754  -4.0373  6.3397  0.43
H  16.1913  -5.2712  5.1841  0.03
C  15.2275  -0.6400  5.1826  -0.50
C  14.5795  0.6367  4.7078  0.24
O  15.4173  1.7629  4.9897  -0.19
P  15.5877  2.4637  6.4152  0.82
O  16.1140  1.5854  7.4659  -0.74
O  16.5061  3.6958  6.0038  -0.33
C  17.3519  4.4342  6.8946  -0.20
C  16.7985  4.5610  8.3041  -0.98
O  14.1549  3.0667  6.7897  -0.33
C  13.4497  4.1171  6.1181  -0.37
C  13.2266  3.9391  4.6288  -0.88
H  16.2103  -0.8316  4.7537  0.33
H  15.3894  -0.5491  6.2609  0.37
H  14.6389  -1.5519  5.0771  -0.23
H  14.3983  0.6660  3.6331  -0.26
H  13.6279  0.8285  5.2147  0.29
H  18.3671  4.0374  6.9031  0.25
H  17.3310  5.4141  6.4158  0.26
H  17.3032  5.2110  9.0187  0.39
H  15.8132  5.0271  8.1774  0.20
H  16.6603  3.6138  8.8241  0.29
H  12.5156  4.1686  6.6824  0.38
H  13.9675  5.0566  6.3502  0.20
H  12.3999  3.2406  4.4754  0.25
H  12.9394  4.8585  4.1212  0.47
H  14.1098  3.5275  4.1473  0.25